# 1
ORCA calculation (wB97M-V/def2-TZVPD) on a cluster of 10 separate species, C38H105N9O11 in total.

CARTESIAN COORDINATES (ANGSTROEM)
O: -1.8667 6.1815 0.1475
O: 1.7931 -6.0044 1.2493
O: -4.9990 2.1486 2.2442
O: 4.4637 -3.2651 -1.7857
O: -2.4534 -3.5539 -4.4725
O: 2.7921 -3.5075 -4.8771
O: -3.8266 -1.1658 -3.7818
O: 0.4606 0.5654 0.7055
O: 2.1934 3.8229 4.5207
O: -0.8633 -1.9054 4.2977
O: -2.0393 3.0091 -2.8753
N: -5.2327 5.0850 0.7493
N: -0.4343 -2.1667 -5.9824
N: 2.1236 -7.3106 3.6025
N: 4.1580 5.5037 1.9904
N: 0.3104 4.4912 -5.2503
N: -1.6758 0.0389 -2.3081
N: -5.0899 0.7079 5.7449
N: 4.3781 -1.4088 0.3338
N: 1.6173 -2.9190 1.7963
C: -0.0627 3.6382 -4.1316
C: 2.1857 -7.3764 1.2300
C: 1.4080 -3.4583 -5.0851
C: 1.4825 -0.9608 -5.2227
C: 3.6248 -0.5922 -1.9044
C: -3.9423 2.6723 5.1205
C: -1.1013 -0.1834 -0.9832
C: -4.1665 -2.4710 -3.2789
C: 3.2066 -2.9215 -1.2276
C: -4.2973 7.4233 1.1992
C: -0.5364 5.6412 0.4738
C: -4.9225 1.1750 3.2874
C: 1.0059 -2.2185 -5.9175
C: 4.4432 -4.6790 -2.0714
C: 3.5164 4.4119 2.7004
C: -5.0798 1.5569 0.9846
C: 3.3774 -3.9499 -6.1177
C: -3.3697 3.3342 -2.5206
C: -5.0229 1.7381 4.7251
C: 2.9970 4.8663 4.0171
C: -1.6439 -0.8189 4.4218
C: -4.2185 6.0709 0.5164
C: 4.3655 3.1734 2.8815
C: -0.2590 -1.9793 2.9852
C: 3.0771 -7.6796 2.4745
C: 3.3222 -1.4921 -0.6843
C: 1.1833 1.6846 1.2820
C: 1.4508 4.2537 5.6523
C: -1.4910 3.9370 -3.8605
C: 1.0158 -2.8216 3.1077
C: 1.9240 -2.2794 4.1608
C: -0.1098 0.9230 -0.5823
C: 0.7445 3.9950 -2.8889
C: 0.9496 -5.7219 0.1288
C: -2.8595 5.5407 0.8669
C: 3.4125 -9.1684 2.4976
C: -0.4843 -1.5812 -0.9121
C: -3.9064 -3.4916 -4.2879
H: -3.8773 3.5556 -3.4513
H: -3.3357 -0.6993 -3.1723
H: -5.8860 0.0238 5.5914
H: 2.3661 -3.1057 -1.8922
H: 3.4585 5.9389 1.3900
H: -4.1614 1.8181 0.3576
H: -2.1274 3.9146 -4.7393
H: 4.6117 2.6861 1.8928
H: -5.8405 0.4996 3.2526
H: -2.9794 2.0665 5.0456
H: 0.7808 5.1081 5.4436
H: -6.0517 2.1345 4.8352
H: 2.2077 -2.0717 1.5805
H: -0.0617 -1.8355 0.0697
H: 0.1060 2.6024 -4.3405
H: -1.3230 -0.6547 -2.9245
H: 3.8469 5.0373 4.7210
H: -1.6030 4.9512 -3.3183
H: 0.4036 -1.6004 -1.6241
H: 4.0437 -9.2905 1.6461
H: 2.4251 5.7279 3.8748
H: -1.9264 -0.0094 -0.2450
H: 2.7893 -2.9940 4.4096
H: 5.3346 -1.6068 -0.0066
H: -1.8042 -0.6343 5.4781
H: -3.3687 4.2523 -1.9275
H: 3.3090 -3.2684 -6.9796
H: -4.2244 0.0927 5.6233
H: -4.0212 0.5696 3.1249
H: 1.0200 -0.9774 -4.2298
H: 1.2597 -8.0118 1.3306
H: -5.1285 0.5167 1.1142
H: 2.3664 -1.3503 -0.2281
H: 1.5348 -5.9867 -0.7490
H: 2.6766 4.0759 2.1444
H: -5.1579 8.0118 0.9554
H: -1.1947 -2.3243 -1.3237
H: -4.2500 6.2539 -0.5908
H: -2.5645 -0.9517 3.8629
H: 1.2890 4.3461 -5.5396
H: 4.4297 -4.2017 -5.9205
H: 5.4179 -5.0493 -2.3175
H: -0.3395 4.4726 -6.0658
H: -0.6345 1.8820 -0.6571
H: -0.2605 5.8776 1.5361
H: 4.8945 5.1396 1.3617
H: -6.2366 5.3366 0.8174
H: 2.5758 -9.8401 2.4227
H: -3.7473 2.4780 -1.9675
H: 3.8575 -4.8852 -2.9810
H: 3.8846 0.4159 -1.6210
H: -0.9932 -3.0105 -6.1792
H: -0.0342 -6.1834 0.1490
H: 4.0563 -5.2876 -1.2632
H: -5.2034 -2.3958 -3.0060
H: -4.1110 3.0654 6.1213
H: 2.9974 -3.6650 -0.4160
H: -0.7218 -1.3081 -6.4945
H: 2.6914 -7.5860 0.2455
H: -0.4996 4.5455 0.3767
H: 1.7909 3.5924 -3.1366
H: 0.4296 3.4309 -2.0284
H: 4.0439 -7.1054 2.4206
H: 2.3594 -1.3692 3.7607
H: 2.5418 -0.8598 -5.1604
H: 0.9718 3.3695 6.1032
H: -1.2070 0.0454 3.8730
H: -4.2246 7.2951 2.2184
H: 0.6759 -3.8697 3.3817
H: -0.9986 -2.2740 2.2293
H: -1.6441 0.9798 -2.6396
H: -3.3644 7.9686 0.9328
H: -4.4111 -3.2289 -5.2520
H: 0.5155 2.5713 1.2455
H: 1.3516 1.5399 2.3067
H: -2.1747 -2.6099 -4.6858
H: 3.9137 2.4107 3.4886
H: 0.6171 0.9086 -1.3814
H: 1.0161 -4.4286 -5.4757
H: 2.7833 -0.6116 -2.5764
H: 2.2064 4.4653 6.4298
H: 0.0745 -0.9574 2.7017
H: 1.0914 -0.0398 -5.7495
H: -4.2215 -4.5186 -3.9590
H: 2.9756 -4.8498 -6.5455
H: 1.8753 -6.3160 3.4899
H: 3.9433 -9.4011 3.3732
H: 4.3855 -0.5868 0.8815
H: 1.5021 -2.0525 5.1596
H: -3.5356 -2.7094 -2.3935
H: -5.1292 4.6211 1.5802
H: 5.3446 3.4531 3.3247
H: -3.8273 3.5172 4.5165
H: 0.9712 -3.3717 -4.0994
H: 0.1376 6.1285 -0.2544
H: 1.4059 -2.3355 -6.9468
H: 2.7008 -7.3246 4.4833
H: -2.6576 5.4259 2.0110
H: 2.3285 -3.6950 1.7643
H: 4.5235 -1.0982 -2.4129
H: 0.7865 5.0430 -2.6465
H: -5.9506 1.8836 0.3612
H: 2.1027 1.9867 0.8430
H: -2.8277 4.4665 0.5705
H: 0.8135 -4.6391 0.2044

Cartesian forces (eV/Å) of the 3 atoms listed first:
O 2.1 0.0 0.5
O -0.3 -0.8 -0.2
O -0.3 0.5 1.3

Its electronic energy is -77034.2801 eV. The net charge is 0. The energy relative to the best compared isomer or geometry (same formula, charge and spin) comes out at 76.6 kcal/mol. The LUMO energy comes out at 0.5 eV. Its SMILES is COC[C@H](C)N.COC[C@H](C)N.COC[C@H](C)N.COC[C@H](C)N.COC[C@H](C)N.COC[C@H](C)N.COC[C@H](C)N.COC[C@H](C)N.COC[C@H](C)N.OCCO. As for the orbital gap: 0.3428 Ha. The calculation puts the HOMO energy at -8.8 eV.



# 2
ORCA calculation (wB97M-V/def2-TZVPD) on a cluster of 11 separate species, C38H106N8O14 in total.

CARTESIAN COORDINATES (ANGSTROEM)
O: 18.0803 -33.5032 -0.6806
O: 14.8983 -34.5349 -3.1333
O: 16.6524 -28.7130 -0.4562
O: 21.8377 -26.5070 -6.8239
O: 19.2401 -31.3297 -7.9097
O: 13.9655 -30.3516 -2.3394
O: 14.7032 -21.7816 -4.9287
O: 15.5737 -29.7605 -4.7706
O: 19.6269 -23.7213 -5.8305
O: 20.1098 -33.9754 -7.5430
O: 19.2490 -27.8445 -2.0152
O: 16.6979 -26.0528 -11.5706
O: 12.6096 -29.9787 -10.0819
O: 17.5765 -25.9691 -0.5068
N: 13.8946 -35.5058 -6.5541
N: 17.6717 -27.0195 -5.9701
N: 20.4206 -30.7289 -1.4429
N: 11.4672 -22.5070 -3.2405
N: 20.3927 -24.4291 -8.5557
N: 20.1673 -28.7133 -7.5576
N: 10.7045 -28.9641 -8.2340
N: 17.5099 -28.9371 -11.6783
C: 17.2888 -33.0189 0.3701
C: 18.9214 -26.3142 -0.1690
C: 16.1067 -34.9248 -5.6770
C: 19.3299 -32.8463 -0.8170
C: 15.1796 -30.2173 -1.6119
C: 13.3561 -24.0226 -2.9702
C: 15.5169 -28.7770 -1.3205
C: 18.9888 -33.4503 -6.8377
C: 16.5749 -28.3064 -10.7564
C: 14.7302 -35.4670 -5.3321
C: 22.3703 -29.3023 -6.7864
C: 18.8011 -31.7134 -3.0436
C: 19.9054 -23.2107 -4.5470
C: 16.0495 -24.8885 -11.9978
C: 12.8979 -29.2095 -7.2755
C: 19.6960 -26.6514 -1.4205
C: 12.0793 -28.4772 -8.3072
C: 14.3921 -33.6854 -2.1315
C: 22.6620 -25.4887 -6.2980
C: 16.6373 -29.1108 -5.4635
C: 12.6455 -28.6150 -9.7164
C: 19.3985 -23.4061 -8.1770
C: 15.8164 -27.1419 -11.3927
C: 19.7456 -22.7582 -6.8447
C: 12.9189 -30.1900 -11.4366
C: 19.2033 -31.5461 -1.5716
C: 16.7139 -27.6677 -5.0243
C: 15.7763 -22.7196 -4.8505
C: 21.1916 -27.2623 -5.8279
C: 19.0789 -31.9600 -6.6778
C: 12.9311 -22.6254 -3.4311
C: 15.3630 -26.9750 -5.1058
C: 17.2338 -27.8718 -9.4707
C: 13.3972 -22.3239 -4.8411
C: 15.4106 -31.0993 -5.2114
C: 14.0607 -34.6213 -4.2565
C: 18.0136 -24.0217 -8.2229
C: 21.0552 -28.6818 -6.3467
H: 19.0926 -22.5339 -4.2452
H: 12.8813 -30.2894 -7.4486
H: 12.8125 -21.5296 -5.3213
H: 16.7541 -33.8498 0.8333
H: 12.9700 -35.8328 -6.2860
H: 16.2090 -31.4610 -5.8557
H: 17.5086 -25.0540 -0.7905
H: 19.6520 -32.0214 -3.6665
H: 13.9822 -30.0166 -11.6285
H: 16.6480 -35.6520 -6.2836
H: 15.7876 -29.0352 -10.5270
H: 20.7731 -26.6529 -1.2447
H: 19.5170 -30.4031 -7.7413
H: 18.1890 -31.6187 -6.1273
H: 17.0793 -27.6644 -3.9950
H: 18.1074 -33.7312 -7.4305
H: 16.8118 -27.7776 -0.2820
H: 20.6060 -29.3908 -5.6467
H: 15.5025 -25.9510 -4.7524
H: 18.8638 -33.9130 -5.8595
H: 15.3756 -27.4303 -12.3604
H: 15.7304 -23.1431 -3.8435
H: 14.8758 -27.0519 -6.0784
H: 16.4673 -27.4503 -8.8094
H: 12.0268 -27.4023 -8.1009
H: 20.3486 -25.2315 -7.9359
H: 17.5791 -29.6429 -5.2907
H: 12.7132 -24.4608 -2.2080
H: 14.6733 -28.2889 -0.8168
H: 15.6453 -24.9900 -13.0123
H: 12.7058 -31.2404 -11.6478
H: 17.5891 -28.7430 -8.9135
H: 14.9688 -26.7946 -10.7790
H: 14.2054 -30.1106 -3.2424
H: 13.9407 -33.6026 -4.6709
H: 13.9623 -28.9711 -7.3953
H: 14.6775 -27.4498 -4.3952
H: 20.1838 -29.8121 -1.8137
H: 22.1339 -24.8984 -5.5452
H: 13.6834 -28.2509 -9.7281
H: 22.2356 -30.3510 -7.0585
H: 14.7787 -36.4970 -4.9695
H: 21.7443 -27.2554 -4.8789
H: 17.8495 -26.0689 -5.6335
H: 23.5132 -25.9468 -5.7665
H: 13.3074 -24.7078 -3.8234
H: 20.1780 -26.9076 -5.6053
H: 22.8758 -28.7790 -7.5959
H: 17.8053 -24.3660 -9.2342
H: 17.3376 -23.2003 -7.9581
H: 12.2682 -29.6159 -12.1056
H: 20.7242 -28.1679 -8.2169
H: 16.7930 -24.0917 -12.0093
H: 21.3594 -24.1320 -8.5185
H: 18.0414 -27.1552 -9.6036
H: 19.5414 -25.8133 -2.1244
H: 15.2522 -31.7638 -4.3584
H: 19.8976 -24.0427 -3.8443
H: 15.0360 -30.7619 -0.6770
H: 20.7835 -22.4057 -6.9448
H: 18.1998 -28.2423 -11.9581
H: 17.0777 -29.1906 -12.5607
H: 15.9960 -33.9785 -6.2059
H: 23.1025 -24.9236 -7.1140
H: 17.0351 -26.7683 -6.7313
H: 13.2192 -23.1719 -5.5236
H: 13.3998 -34.0263 -1.7988
H: 11.0045 -23.1411 -3.8880
H: 18.3079 -27.9361 -1.8120
H: 10.6592 -29.9722 -8.2142
H: 13.7574 -34.5463 -6.8650
H: 15.2468 -24.6133 -11.3018
H: 12.0324 -28.0377 -10.4198
H: 19.4035 -25.4883 0.3638
H: 15.6024 -23.5023 -5.5969
H: 12.5772 -29.0015 -6.2583
H: 14.4847 -31.1753 -5.8011
H: 18.5029 -30.7472 -3.4547
H: 13.0710 -35.0336 -4.0174
H: 20.8582 -22.6761 -4.5110
H: 19.7380 -32.6485 0.1801
H: 19.4063 -28.0647 -7.3374
H: 15.6643 -28.2081 -2.2490
H: 23.0786 -29.3494 -5.9487
H: 18.3944 -30.9432 -1.1418
H: 18.0764 -32.5277 -3.1376
H: 16.7292 -22.2253 -5.0115
H: 15.9991 -30.7053 -2.1555
H: 20.1903 -33.4309 -8.3334
H: 21.1401 -31.0617 -2.0805
H: 18.9163 -27.1570 0.5224
H: 16.4405 -29.1784 -6.5451
H: 16.6804 -34.8632 -4.7521
H: 19.1053 -21.8809 -6.6596
H: 16.5134 -32.3223 0.0134
H: 17.8366 -24.8368 -7.5246
H: 19.4589 -22.7095 -9.0167
H: 20.0209 -33.5240 -1.3258
H: 19.9245 -31.7562 -5.9981
H: 14.3757 -24.0237 -2.5862
H: 13.3226 -21.8750 -2.7399
H: 15.0714 -33.7258 -1.2839
H: 14.2615 -32.6516 -2.4765
H: 11.1680 -21.5718 -3.4959
H: 10.0405 -28.6251 -8.9130
H: 17.8353 -32.4498 1.1289

Cartesian forces (eV/Å) of the 3 atoms listed first:
O 0.4 -0.3 -0.1
O 0.0 -0.2 0.1
O 0.2 -0.1 -0.5

Its electronic energy is -81705.6693 eV. The net charge is 0. The energy relative to the best compared isomer or geometry (same formula, charge and spin) comes out at 139.6 kcal/mol. The LUMO energy comes out at -0.1 eV. Its SMILES is COC[C@H](C)N.COC[C@H](C)N.COC[C@H](C)N.COC[C@H](C)N.COC[C@H](C)N.COC[C@H](C)N.COC[C@H](C)N.COC[C@H](C)N.OCCO.OCCO.OCCO. As for the orbital gap: 0.3272 Ha. The calculation puts the HOMO energy at -9.0 eV.



- Which of these has the highest orbital gap?
  C38H105N9O11